{"formula": "C14H41FNNbO13P3", "method": "ωB97M-V with the def2-TZVPD basis set", "fmax_ha_per_bohr": 0.1941, "charge": -1, "e_lumo_ha": -0.031, "elements": ["Nb", "P", "P", "P", "F", "O", "O", "O", "O", "O", "O", "O", "O", "O", "O", "O", "O", "O", "N", "C", "C", "C", "C", "C", "C", "C", "C", "C", "C", "C", "C", "C", "C", "H", "H", "H", "H", "H", "H", "H", "H", "H", "H", "H", "H", "H", "H", "H", "H", "H", "H", "H", "H", "H", "H", "H", "H", "H", "H", "H", "H", "H", "H", "H", "H", "H", "H", "H", "H", "H", "H", "H", "H", "H"], "positions_angstrom": [[-1.107, -1.924, -0.121], [-6.126, 2.421, 3.777], [7.682, -4.172, -1.242], [-0.614, 4.270, -1.368], [-4.382, -2.042, -3.252], [-1.447, 4.529, 0.022], [-2.074, 4.220, -2.284], [7.741, -2.573, -0.620], [-4.762, 2.344, 3.114], [7.097, -3.682, -2.556], [-5.974, 2.652, 5.397], [9.325, -4.180, -1.318], [-6.244, 4.125, 3.581], [1.994, -2.395, 0.138], [-6.216, 0.714, 3.987], [7.614, -5.805, -1.787], [0.848, 4.522, -0.498], [-0.348, 2.787, -1.571], [0.490, -1.578, -1.520], [9.993, -4.943, -2.315], [-2.347, -2.776, -1.892], [-7.453, 4.560, 2.953], [-3.302, -1.588, -2.383], [7.319, -6.751, -0.755], [-5.250, 1.717, 6.190], [-2.718, 3.913, 0.226], [1.654, 5.589, -1.003], [7.117, -2.416, 0.661], [-2.322, 5.402, -3.045], [-7.534, 0.178, 3.849], [0.608, -0.151, -1.949], [2.937, -2.495, -2.091], [1.752, -2.127, -1.064], [2.933, -3.638, -2.135], [3.931, -2.090, -1.740], [-8.314, 4.272, 3.559], [-2.406, 6.269, -2.382], [-7.533, 4.118, 1.954], [1.106, 6.531, -0.941], [-2.872, 3.803, 1.301], [2.623, -2.056, -3.099], [-2.477, -2.382, 0.976], [-1.851, -0.258, -0.383], [1.526, -0.092, -2.644], [-3.259, 5.277, -3.589], [7.622, -3.040, 1.401], [-8.201, 0.614, 4.600], [-2.626, -0.830, -2.907], [7.195, -1.372, 0.959], [8.091, -6.718, 0.020], [7.296, -7.749, -1.192], [-0.294, 0.192, -2.559], [-3.754, -1.135, -1.438], [6.060, -2.693, 0.596], [-7.919, 0.385, 2.847], [-7.426, 5.645, 2.863], [-4.861, 2.245, 7.063], [-7.489, -0.901, 3.996], [-3.502, 4.566, -0.167], [-2.940, -3.694, -1.571], [-0.426, -3.623, 0.118], [9.432, -4.986, -3.250], [6.343, -6.533, -0.315], [10.175, -5.952, -1.937], [-0.135, -1.366, 1.304], [2.556, 5.658, -0.397], [10.958, -4.470, -2.509], [-5.929, 0.934, 6.537], [-2.782, 2.927, -0.236], [-4.411, 1.275, 5.649], [0.769, 0.590, -1.110], [-1.576, -3.017, -2.698], [1.933, 5.384, -2.042], [-1.513, 5.562, -3.764]], "forces_ev_per_angstrom": [[1.554, -0.213, -1.840], [9.478, 0.190, 2.550], [2.851, 3.287, -8.986], [-2.084, -8.436, 4.798], [0.960, 0.635, 0.502], [0.967, 0.912, -0.483], [1.979, 2.644, -1.032], [-0.559, -2.532, 2.582], [-1.802, -0.085, -0.430], [-0.663, -0.651, 1.203], [-0.919, 0.580, -0.485], [-0.310, 0.239, 1.092], [-3.028, -1.742, -0.305], [-0.719, 0.511, -3.027], [-2.943, 1.415, -1.317], [-1.200, 0.084, 3.337], [-0.905, 2.660, -2.073], [0.301, 1.723, -1.042], [1.600, 0.069, 1.942], [0.194, -0.417, 0.081], [-1.194, 0.512, -0.714], [-0.008, 0.182, -0.116], [1.328, -1.057, 1.422], [0.060, -0.344, 0.000], [-0.155, -0.390, 0.271], [-0.600, 0.076, 0.049], [0.179, -0.047, 0.056], [-0.190, 0.208, 0.176], [-0.298, 0.029, -0.044], [-0.127, -0.329, 0.124], [0.783, 0.322, -1.446], [-1.785, 0.404, -0.299], [1.070, -0.279, 1.679], [0.176, 1.641, -0.031], [-1.197, -0.538, -0.382], [-0.182, 0.180, -0.085], [-0.078, 0.130, -0.115], [-0.123, 0.141, -0.004], [0.203, 0.185, 0.000], [0.230, 0.072, -0.070], [0.826, -0.771, 1.167], [-0.040, -0.149, 0.250], [-0.432, 0.270, 0.014], [-1.172, 0.219, 0.793], [0.064, -0.040, 0.065], [-0.050, 0.143, 0.209], [-0.133, -0.112, -0.002], [-1.388, -0.830, 0.413], [0.023, -0.046, -0.092], [-0.033, -0.160, 0.088], [0.016, 0.100, -0.019], [1.177, -0.573, 0.976], [0.121, -0.401, -1.661], [0.015, 0.118, 0.147], [-0.099, -0.178, 0.048], [0.060, -0.057, 0.032], [-0.144, 0.178, -0.157], [0.072, 0.097, -0.015], [-0.019, -0.175, -0.002], [0.650, 1.168, -0.568], [-0.439, -0.310, 0.076], [-0.108, 0.029, 0.137], [0.023, -0.200, 0.037], [-0.013, 0.023, -0.221], [-0.438, 0.135, 0.650], [-0.064, -0.056, 0.001], [-0.122, 0.144, 0.203], [0.208, -0.044, -0.027], [0.149, 0.080, -0.041], [-0.129, 0.048, -0.115], [-0.287, -0.929, -0.842], [-1.116, 0.053, 0.980], [0.129, 0.137, 0.043], [-0.149, 0.117, -0.107]]}

***

{"formula": "C14H41N12O24S", "method": "ωB97M-V with the def2-TZVPD basis set", "fmax_ha_per_bohr": 0.0118, "charge": 1, "e_lumo_ha": -0.185, "e_above_lowest_kj_mol": 0.0, "elements": ["S", "O", "O", "O", "O", "O", "O", "O", "O", "O", "O", "O", "O", "O", "O", "O", "O", "O", "O", "O", "O", "O", "O", "O", "O", "N", "N", "N", "N", "N", "N", "N", "N", "N", "N", "N", "N", "C", "C", "C", "C", "C", "C", "C", "C", "C", "C", "C", "C", "C", "C", "H", "H", "H", "H", "H", "H", "H", "H", "H", "H", "H", "H", "H", "H", "H", "H", "H", "H", "H", "H", "H", "H", "H", "H", "H", "H", "H", "H", "H", "H", "H", "H", "H", "H", "H", "H", "H", "H", "H", "H", "H"], "positions_angstrom": [[-0.366, -3.336, -0.436], [-1.848, 0.123, -0.383], [-5.093, 4.551, -0.596], [0.251, 4.496, 1.126], [4.660, -1.663, 0.666], [3.707, -3.162, -0.540], [-0.180, -5.128, 2.606], [1.493, 1.486, -0.621], [1.683, -4.344, 1.896], [4.255, 5.845, -5.690], [-0.591, 1.567, -5.611], [-5.927, 5.937, -2.008], [-1.134, -2.514, 6.141], [-1.627, 1.020, 4.207], [1.695, -8.773, -0.877], [-2.334, -1.676, -1.529], [2.476, 6.432, -4.634], [0.103, -7.670, -1.813], [3.146, 1.111, -1.947], [0.855, 1.932, -4.062], [2.362, 4.120, 1.028], [0.857, -2.957, 6.817], [-6.611, 0.846, 1.864], [-6.949, 1.448, -0.174], [0.498, 0.723, 4.133], [-0.555, 1.103, 3.659], [2.678, 1.310, -0.849], [-1.348, -0.697, -1.004], [-6.295, 0.935, 0.706], [1.324, 4.536, 0.565], [0.724, -4.324, 2.650], [-0.142, -2.264, 6.797], [-6.028, 5.111, -1.136], [-0.280, 1.809, -4.473], [4.627, -2.415, -0.283], [3.223, 5.605, -5.111], [0.886, -7.881, -0.908], [0.856, -6.946, 0.246], [3.580, 1.268, 0.329], [-7.388, 4.709, -0.686], [0.924, -2.982, -1.681], [2.847, 4.174, -4.958], [-0.163, -1.024, 7.615], [1.353, 5.137, -0.797], [1.601, -1.610, -1.504], [0.621, -3.221, 3.643], [-1.362, 1.958, -3.461], [-0.540, 1.676, 2.287], [5.805, -2.408, -1.193], [-4.960, 0.421, 0.296], [-2.028, -2.979, -1.114], [-1.286, 2.960, -3.049], [3.645, 3.687, -4.403], [0.963, -0.775, -1.838], [-0.314, -2.703, 3.441], [1.831, -6.472, 0.315], [2.770, 3.742, -5.951], [0.063, -6.230, 0.076], [0.669, -7.527, 1.144], [-1.000, -1.112, 8.302], [0.680, 4.551, -1.417], [0.436, -3.118, -2.663], [-4.428, 1.275, -0.115], [1.886, -1.463, -0.446], [6.674, -2.662, -0.592], [-2.318, 1.798, -3.946], [1.904, 4.132, -4.430], [0.986, 6.155, -0.707], [2.374, 5.105, -1.160], [-8.123, 5.263, -1.258], [-5.121, -0.327, -0.475], [-2.099, -3.674, -1.970], [2.515, -1.591, -2.115], [-1.160, 1.223, -2.688], [5.901, -1.396, -1.578], [3.485, 2.211, 0.864], [0.483, 1.680, 1.930], [4.592, 1.089, -0.013], [0.578, -3.664, 4.636], [-0.329, -0.202, 6.924], [-2.712, -3.293, -0.304], [-0.162, -2.343, 0.462], [1.635, -3.810, -1.514], [-4.463, 0.016, 1.172], [3.221, 0.453, 0.953], [0.785, -0.946, 8.133], [-7.451, 3.639, -0.857], [-1.169, 1.022, 1.694], [1.488, -2.582, 3.524], [-7.451, 4.919, 0.378], [-0.949, 2.682, 2.328], [5.631, -3.131, -1.980]], "forces_ev_per_angstrom": [[0.188, -0.461, 0.120], [-0.343, 0.132, -0.462], [0.233, -0.162, 0.119], [-0.081, -0.020, 0.007], [-0.124, 0.088, 0.037], [-0.053, -0.274, -0.007], [-0.198, -0.041, 0.060], [-0.272, 0.103, -0.024], [0.077, 0.227, -0.072], [0.227, 0.040, -0.150], [-0.104, -0.061, -0.282], [0.024, 0.199, -0.188], [-0.008, 0.049, -0.021], [-0.301, 0.003, 0.162], [0.165, -0.215, 0.028], [-0.140, -0.074, 0.246], [-0.192, 0.199, 0.160], [-0.189, 0.102, -0.243], [-0.012, 0.052, 0.014], [0.260, 0.037, 0.107], [0.254, -0.109, 0.118], [-0.007, 0.087, 0.000], [-0.123, -0.110, 0.303], [-0.323, 0.051, -0.263], [0.189, -0.091, 0.020], [0.093, -0.028, -0.078], [0.187, -0.159, 0.088], [0.311, -0.129, 0.505], [0.355, 0.124, -0.064], [-0.219, 0.095, -0.186], [-0.040, 0.051, -0.102], [-0.011, -0.078, 0.015], [-0.163, -0.092, 0.060], [-0.120, -0.013, 0.156], [0.316, 0.002, 0.025], [-0.004, -0.177, 0.044], [0.001, 0.186, 0.076], [0.008, -0.058, 0.117], [0.133, 0.055, 0.191], [-0.030, -0.029, -0.051], [0.425, 0.251, -0.178], [-0.075, -0.052, 0.007], [0.034, -0.008, 0.044], [0.058, 0.054, -0.044], [-0.313, 0.106, -0.174], [0.182, -0.062, -0.007], [-0.148, 0.042, -0.045], [0.211, 0.005, 0.055], [0.045, -0.075, -0.043], [0.074, 0.005, 0.033], [-0.224, -0.023, -0.278], [0.001, -0.020, 0.018], [-0.002, -0.008, -0.029], [0.315, -0.466, 0.183], [-0.018, -0.031, 0.097], [-0.008, -0.020, 0.008], [0.027, 0.015, 0.009], [0.020, -0.039, 0.041], [0.029, 0.002, -0.015], [0.002, 0.018, -0.024], [0.006, 0.014, 0.022], [0.166, 0.060, 0.425], [0.011, -0.024, -0.013], [-0.067, -0.047, -0.486], [-0.010, 0.031, -0.004], [0.037, -0.004, -0.008], [0.041, -0.031, -0.019], [-0.011, -0.014, -0.020], [-0.025, 0.023, 0.006], [0.059, 0.024, 0.005], [0.001, 0.019, 0.002], [-0.046, 0.219, 0.385], [-0.354, -0.088, 0.214], [0.026, 0.117, -0.028], [0.014, -0.003, 0.006], [-0.054, -0.042, -0.101], [-0.010, 0.058, -0.017], [-0.045, 0.005, -0.027], [-0.039, 0.002, -0.060], [-0.014, 0.038, -0.003], [0.332, 0.063, -0.293], [-0.082, -0.070, -0.247], [-0.311, 0.393, -0.082], [-0.050, 0.001, -0.001], [0.070, 0.016, 0.027], [-0.028, 0.003, -0.013], [-0.103, 0.012, 0.080], [-0.083, 0.122, -0.035], [-0.010, -0.003, 0.016], [0.007, -0.025, -0.010], [-0.031, -0.082, 0.018], [0.005, 0.018, 0.020]]}